13
Properties=species:S:1:pos:R:3:forces:R:3:lowdin_charge:R:1 method="wB97M-V/def2-TZVPD" relative_energy_kj_mol=191.4 total_charge=0 lumo_energy_ev=1.2 multiplicity=1 homo_lumo_gap_ev=10.3 total_energy_ev=-6323.184
O 0.7900 -0.5283 -0.3248 2.22 -0.27 -0.79 -0.141
C 1.9619 0.2111 0.0314 0.47 -0.36 -2.12 -0.082
C -1.5994 -0.5403 -0.0473 -0.94 -1.32 2.46 -0.124
C -1.2266 0.8581 -0.1795 1.54 1.34 -1.26 -0.112
C -0.2408 -0.1310 0.4352 -1.78 0.58 2.20 -0.415
H -1.7582 1.5891 0.4278 0.29 -0.01 -0.36 0.101
H -2.3242 -0.6960 0.7940 0.64 -0.20 -1.02 0.120
H 1.8490 1.2791 -0.2802 0.44 -0.81 -0.13 0.105
H 2.1118 0.2119 1.0652 -0.07 -0.02 1.97 0.049
H -0.8101 1.1356 -1.1792 -0.80 0.25 0.93 0.125
H -1.6658 -1.2471 -0.8442 -0.04 -0.11 -0.53 0.101
H 2.8662 -0.3474 -0.3566 -1.11 0.99 -0.17 0.111
H 0.0416 -0.0859 1.5335 -0.86 -0.07 -1.19 0.161


11
Properties=species:S:1:pos:R:3:forces:R:3:lowdin_charge:R:1 method="wB97M-V/def2-TZVPD" relative_energy_kj_mol=13.5 total_charge=0 lumo_energy_ev=0.7 multiplicity=1 homo_lumo_gap_ev=11.6 total_energy_ev=-5261.600
O -0.7851 1.7847 -0.0171 0.02 -0.46 0.46 -0.046
O -0.8741 -0.1446 2.0243 -0.18 0.13 0.29 -0.080
C 1.1271 -1.2943 -1.1093 -0.88 0.40 -0.37 -0.054
H 1.7646 -0.4451 -1.3905 0.27 -0.74 -0.25 0.020
H -0.9264 1.3112 -0.8457 0.02 0.55 0.02 0.054
H -0.8131 2.7355 -0.1228 -0.10 0.00 -0.54 0.047
H -0.8894 0.0611 2.9668 0.00 -0.09 -0.19 0.031
H 0.7684 -1.0266 -0.1156 -0.15 -0.44 0.06 0.000
H -1.1748 0.6653 1.5835 0.27 -0.15 -0.07 -0.005
H 0.2750 -1.3377 -1.8098 0.15 0.33 0.32 0.015
H 1.5279 -2.3096 -1.1638 0.58 0.48 0.26 0.016


78
Properties=species:S:1:pos:R:3:forces:R:3:lowdin_charge:R:1 method="wB97M-V/def2-TZVPD" total_charge=0 lumo_energy_ev=0.6 multiplicity=1 homo_lumo_gap_ev=8.8 total_energy_ev=-61699.950
P 5.1878 -4.1783 -2.2790 -0.67 0.32 0.26 0.457
P -4.4240 2.4686 3.2511 0.20 -0.39 0.06 0.490
O -0.1599 3.0571 -2.1997 0.36 -0.06 0.06 0.173
O -2.0120 1.7808 -2.2959 0.12 0.04 -0.15 0.068
O 1.3429 0.0464 -1.1558 -0.25 -0.03 0.55 0.067
O -2.1632 3.9785 -2.6092 -0.23 -0.04 0.34 0.061
O 1.0776 0.5717 0.9320 -0.01 -0.05 -0.35 0.056
O 4.5883 -4.6759 -1.0269 0.41 -0.19 0.23 -0.279
O -4.8857 1.7908 2.0254 0.01 0.16 -0.35 -0.278
N 0.7004 0.0882 -0.1216 0.28 0.26 -0.38 -0.427
N 5.3521 -5.4208 -3.3520 0.14 -0.06 -0.48 -0.306
N -5.1812 2.0635 4.6725 -0.49 0.10 -0.13 -0.309
N 4.3070 -3.0636 -3.1186 0.34 -0.07 -0.83 -0.307
N 6.6243 -3.3898 -2.0690 0.31 0.13 -0.10 -0.297
N -4.6119 4.1189 3.1352 -0.45 -0.10 -0.26 -0.315
N -2.8460 2.0720 3.5726 0.38 0.26 0.69 -0.296
C 7.5467 -3.8302 -1.0535 0.69 -0.21 0.31 -0.119
C 4.0184 -1.7924 -2.4898 -0.54 -0.02 0.60 -0.119
C -2.2029 2.3041 4.8824 -1.00 -0.17 -0.45 -0.100
C -6.3953 2.7857 5.0535 0.08 0.33 0.05 -0.111
C -5.3000 0.6237 4.9558 1.36 0.46 0.32 -0.101
C -4.1703 4.9935 4.1864 1.21 0.33 0.15 -0.125
C -3.5344 3.5289 -2.6092 1.05 -0.36 -0.42 -0.062
C 5.6259 -6.7208 -2.7530 -0.15 -0.25 -0.59 -0.110
C -4.5698 4.7001 1.8138 -0.47 0.26 -1.04 -0.121
C -3.9677 1.6558 -0.9578 0.06 -1.12 0.41 -0.046
C -3.4193 2.0230 -2.2994 -0.59 0.54 0.11 -0.315
C -1.8978 1.9491 2.4778 0.04 -0.63 0.19 -0.106
C 7.1002 -2.3164 -2.9284 -0.58 0.32 0.20 -0.099
C -1.3287 2.9505 -2.3455 -0.36 0.04 -0.24 -0.568
C 5.9485 -5.1871 -4.6641 -0.34 0.10 0.11 -0.121
C -0.6616 -0.4798 -0.1278 -0.65 -0.61 1.31 0.036
C 3.2651 -3.5036 -4.0313 -0.35 -0.04 -0.30 -0.104
H 4.7488 -7.0405 -2.1987 0.20 -0.08 0.31 0.079
H -7.2603 2.1245 5.0048 -0.05 -0.02 0.18 0.082
H -5.0548 1.6659 -0.8960 0.00 0.47 -0.02 0.097
H -3.5126 2.2320 -0.1554 -0.24 0.24 0.00 0.062
H -6.5990 3.6256 4.3929 0.10 -0.06 -0.13 0.072
H 3.6320 -4.0597 -4.8968 0.20 -0.07 0.26 0.061
H 7.3046 -4.8282 -0.6898 -0.31 0.19 0.21 0.071
H 6.5303 -6.7233 -2.1375 -0.11 -0.04 0.17 0.076
H 5.9544 -4.1243 -4.9024 0.14 0.02 0.18 0.056
H -1.4275 3.0652 4.8016 0.26 -0.19 0.07 0.084
H -1.1195 1.2364 2.7694 0.02 0.07 -0.04 0.081
H -3.7181 0.6061 -0.7576 0.05 0.10 0.01 0.090
H -3.6069 4.6256 1.2871 0.13 0.10 0.36 0.081
H 6.9371 -2.5432 -3.9784 0.27 0.02 -0.10 0.064
H -4.3400 0.1402 4.7505 -0.17 0.01 -0.37 0.077
H -5.3894 0.5049 6.0378 -0.63 -0.10 -0.09 0.087
H -6.2727 3.2129 6.0527 -0.23 -0.25 0.12 0.083
H -3.8947 3.6959 -3.6205 -0.41 0.23 0.15 0.130
H -4.7644 5.9064 4.2600 -0.36 -0.22 0.08 0.087
H -4.0673 4.0691 -1.8342 -0.23 0.12 -0.13 0.126
H 4.1212 -0.9687 -3.1969 0.06 0.07 0.03 0.090
H 7.6138 -3.1231 -0.2196 -0.15 -0.16 0.11 0.086
H 6.9695 -5.5730 -4.7128 0.01 0.01 -0.13 0.086
H -5.2982 4.2558 1.1278 0.03 -0.28 0.35 0.077
H 6.5616 -1.3849 -2.7251 0.12 0.03 -0.02 0.067
H 8.5657 -3.9263 -1.4528 -0.14 0.10 -0.17 0.080
H -4.8594 5.7533 1.8579 0.21 0.01 0.21 0.084
H 2.5051 -4.1184 -3.5355 -0.02 0.09 -0.01 0.091
H -1.8552 1.3433 5.2656 0.52 0.16 0.00 0.083
H -3.1394 5.3550 4.0104 -0.11 -0.15 -0.03 0.092
H 2.9946 -1.8005 -2.0999 0.00 0.16 -0.11 0.074
H 5.3197 -5.6289 -5.4451 0.25 -0.33 0.04 0.081
H -2.9489 2.6531 5.5942 0.03 0.03 -0.02 0.059
H -1.4104 0.3053 -0.0848 0.25 0.28 -0.66 0.065
H -4.1269 4.4587 5.1317 -0.32 0.14 0.12 0.064
H -0.8040 -1.2143 -0.9070 0.12 0.30 -0.37 0.100
H -3.9136 1.4456 -3.0791 0.34 -0.18 -0.13 0.151
H -1.3930 2.8870 2.2221 -0.14 0.04 -0.09 0.092
H -0.7967 -0.9596 0.8449 0.30 -0.16 -0.12 0.101
H 2.7789 -2.6236 -4.4570 -0.04 0.04 0.18 0.085
H -6.0863 0.1627 4.3631 -0.17 -0.14 0.20 0.085
H -2.4169 1.5134 1.6263 0.05 0.24 -0.12 0.048
H 8.1486 -2.1267 -2.7181 0.13 -0.13 -0.17 0.081
H 5.7956 -7.4364 -3.5610 -0.08 0.00 0.01 0.080
H 4.6413 -1.6328 -1.6103 0.20 0.05 -0.16 0.084


26
Properties=species:S:1:pos:R:3:forces:R:3:lowdin_charge:R:1 method="wB97M-V/def2-TZVPD" relative_energy_kj_mol=0.0 total_charge=0 lumo_energy_ev=-0.8 multiplicity=1 homo_lumo_gap_ev=8.8 total_energy_ev=-19556.952
O -0.7913 0.3230 -2.9097 0.11 -0.06 0.01 0.163
O 1.2451 -3.4123 -1.6140 -0.04 0.13 -0.06 0.183
O 0.2906 -1.6295 -2.6196 0.04 -0.01 -0.17 0.153
N -0.4771 -3.0020 1.6177 0.13 0.34 -0.17 0.024
N 1.4422 1.4953 0.3404 -0.23 0.01 0.04 0.100
N -0.3322 2.7095 1.3697 -0.15 -0.30 -0.03 0.075
N -0.1055 2.7251 -0.9695 0.41 0.21 0.06 0.091
C -0.3257 -0.4865 -2.1661 -0.19 0.04 -0.06 -0.387
C 0.0390 1.8987 0.2068 -0.01 -0.01 0.11 -0.665
C 0.6973 -2.3599 -1.5179 0.03 -0.27 0.10 -0.386
C 0.5916 -2.1293 1.0819 -0.33 -0.22 0.08 -0.195
C -0.8751 0.6172 0.1359 0.19 -0.04 -0.04 -0.061
C 0.3123 -1.6160 -0.2934 -0.22 0.61 0.00 -0.071
C -0.3072 -0.4904 -0.6791 0.23 -0.30 0.18 -0.080
H -1.0604 0.2576 1.1497 0.06 -0.04 -0.01 0.110
H -1.0411 3.0948 -1.0591 -0.08 -0.04 -0.06 0.083
H 0.6972 -1.2760 1.7504 0.14 -0.06 0.04 0.112
H -1.8299 0.9222 -0.2959 -0.08 -0.01 0.06 0.126
H -1.3413 2.8443 1.3759 0.06 0.14 -0.04 0.078
H 1.9660 1.9541 -0.3964 0.02 -0.01 -0.01 0.081
H 0.1171 2.2066 -1.8085 -0.21 -0.06 -0.11 0.065
H -1.2420 -2.4212 1.9419 -0.04 -0.07 -0.03 0.061
H 1.8070 1.8888 1.1995 0.04 0.01 0.02 0.074
H -0.8559 -3.5836 0.8780 0.09 -0.12 0.07 0.071
H -0.1479 2.1561 2.2031 0.02 0.08 0.02 0.075
H 1.5273 -2.6867 1.0783 0.03 0.04 -0.02 0.120


62
Properties=species:S:1:pos:R:3:forces:R:3:lowdin_charge:R:1 method="wB97M-V/def2-TZVPD" relative_energy_kj_mol=15.9 total_charge=+1 lumo_energy_ev=-3.1 multiplicity=1 homo_lumo_gap_ev=7.3 total_energy_ev=-121830.545
Tl 1.2375 -0.9047 -0.1670 0.07 0.15 0.03 1.044
Se 0.5631 -5.4807 -0.3644 0.00 0.00 0.00 0.699
S -1.6811 -1.0853 -0.7827 0.05 0.09 -0.12 0.489
O -0.9354 -1.9591 0.1573 0.18 -0.03 -0.01 -0.381
O -0.9916 0.2330 -0.7540 -0.07 -0.01 0.00 -0.378
O -1.8070 -1.6345 -2.1046 -0.04 0.01 0.01 -0.265
N 1.9339 -2.9056 -0.2768 0.07 -0.08 -0.02 -0.071
N 1.6565 1.5534 -0.0340 0.04 -0.02 -0.06 -0.200
N 0.6236 -0.1037 1.8995 -0.11 -0.01 -0.09 0.036
N 1.3608 -0.1546 -2.3582 -0.23 -0.01 0.18 0.033
N 3.6540 -0.4006 -0.0115 0.02 -0.12 0.03 0.049
C 0.7005 1.6926 -3.6767 0.00 -0.01 -0.06 0.008
C 1.3386 -3.9382 -0.3082 -0.01 0.01 -0.01 -0.962
C 0.5412 2.0672 0.7649 0.02 0.00 0.04 -0.120
C 5.3420 1.2597 0.1681 0.00 0.01 -0.01 0.002
C -5.2425 -1.8418 0.8509 -0.01 -0.02 0.01 -0.025
C 0.3436 0.8319 -4.7062 0.00 0.04 0.00 -0.010
C 2.9234 1.7936 0.6737 0.03 -0.01 -0.02 -0.109
C 1.2057 1.1631 -2.5072 0.07 -0.03 0.06 -0.248
C -3.2726 -0.8604 -0.0810 -0.07 0.00 0.05 -0.279
C 5.9228 -0.9845 -0.4173 0.01 0.02 0.00 -0.023
C -7.2145 -0.4415 1.5427 0.02 0.01 0.00 -0.043
C -3.8250 0.4038 0.0436 0.01 -0.06 0.01 -0.049
C -5.0987 0.5328 0.5793 -0.02 0.04 0.00 -0.033
C 4.5798 -1.3068 -0.3347 -0.03 0.03 0.00 -0.093
C -5.8240 -0.5811 0.9872 -0.02 0.00 0.01 -0.262
C 6.3081 0.3216 -0.1635 0.02 -0.01 -0.01 -0.026
C -3.9764 -1.9915 0.3181 0.00 0.03 0.00 -0.039
C 0.5030 -0.5318 -4.5405 0.01 -0.02 0.02 -0.014
C 0.3259 -0.9450 2.8968 0.01 -0.01 -0.02 -0.075
C 4.0213 0.8543 0.2399 -0.06 0.03 0.00 -0.256
C 1.7047 2.0833 -1.4080 0.04 -0.01 0.02 -0.079
C -0.4019 1.6740 3.0719 0.00 0.00 0.01 0.013
C -0.3334 -0.5201 4.0297 -0.01 0.01 0.01 -0.015
C 1.0009 -0.9899 -3.3367 0.03 -0.03 0.00 -0.090
C 0.2578 1.1780 1.9601 0.01 0.03 -0.06 -0.241
C -0.7036 0.8147 4.1145 -0.01 0.00 0.02 -0.014
H -0.0690 1.2278 -5.6246 0.00 0.00 0.00 0.123
H 3.2453 2.8317 0.5422 0.00 0.01 0.02 0.142
H 4.2134 -2.3071 -0.5263 0.00 0.00 0.01 0.099
H 0.7522 3.0829 1.1187 0.00 0.00 0.00 0.145
H -7.3596 -1.0878 2.4082 0.01 0.00 0.00 0.083
H -0.3505 2.0936 0.1415 -0.01 -0.02 0.00 0.123
H -7.4219 0.5848 1.8417 0.00 0.00 0.00 0.077
H 0.5785 2.7627 -3.7784 0.00 0.00 0.00 0.126
H -3.2663 1.2724 -0.2773 0.00 0.00 0.00 0.109
H -3.5310 -2.9727 0.2162 0.01 0.00 0.00 0.126
H -1.2270 1.1823 4.9871 0.00 0.00 0.00 0.123
H 0.6180 -1.9786 2.7599 0.00 0.00 0.00 0.132
H 7.3490 0.6096 -0.2256 0.00 0.00 0.00 0.121
H -7.9560 -0.7275 0.7945 0.01 0.00 0.00 0.090
H 1.1053 -2.0482 -3.1312 -0.01 0.00 0.00 0.128
H 5.6062 2.2891 0.3710 0.00 0.00 0.00 0.124
H 6.6441 -1.7445 -0.6805 0.00 0.00 0.00 0.119
H 1.1752 3.0366 -1.4709 -0.02 -0.01 0.00 0.141
H -5.5385 1.5179 0.6784 0.01 0.00 0.00 0.115
H -5.7939 -2.7189 1.1674 0.00 0.00 0.00 0.121
H 0.2199 -1.2365 -5.3080 -0.01 0.00 0.00 0.125
H 2.7526 2.2924 -1.6397 -0.01 0.01 -0.01 0.143
H -0.6809 2.7187 3.1091 0.00 0.00 0.00 0.129
H -0.5562 -1.2218 4.8200 0.00 0.00 0.00 0.122
H 2.7499 1.6456 1.7418 -0.01 -0.03 0.00 0.140


57
Properties=species:S:1:pos:R:3:forces:R:3:lowdin_charge:R:1 method="wB97M-V/def2-TZVPD" total_charge=0 lumo_energy_ev=-3.2 multiplicity=1 homo_lumo_gap_ev=4.0 total_energy_ev=-101222.843
Zn -0.9286 0.3120 -2.7974 -1.21 0.17 -0.82 0.731
S 0.8543 -1.6990 -3.0455 -0.82 -0.55 -2.21 0.329
O 0.6375 -3.0155 -2.4700 0.29 0.40 0.71 -0.353
O -2.7223 -0.5919 -1.9418 -0.69 -0.38 0.33 0.012
O -0.4419 2.3485 -3.4153 1.12 0.75 0.07 -0.100
O -1.9010 1.2267 -4.5070 -0.38 0.01 -0.89 -0.008
O -1.7178 1.0221 -0.8992 -0.01 0.20 0.87 -0.077
O -0.3059 -1.3156 -3.9314 0.37 -0.21 -0.23 -0.377
O 4.4010 2.2334 -3.1231 -0.16 0.09 0.20 -0.006
O 2.1457 -1.5419 -3.6980 -0.08 0.09 0.28 -0.346
O 0.6969 -0.5611 -2.0323 0.74 0.21 1.34 -0.488
N 0.9194 1.0151 0.7225 0.78 -0.47 0.10 -0.041
N -0.7846 -3.7678 5.4496 -0.13 0.23 -0.21 -0.087
N 2.2973 1.6953 -3.7591 0.21 0.14 0.20 0.197
C -1.4809 -2.1381 3.8696 0.53 0.15 -0.20 0.071
C 0.4764 -3.3146 5.3777 -0.01 0.25 0.38 0.010
C 0.5143 1.5262 1.8853 -0.86 -0.39 -0.54 0.018
C -0.1645 -1.6633 3.7643 -0.86 -0.48 -0.21 -0.118
C 1.2943 1.8315 -0.4368 -0.51 1.10 0.30 0.036
C 0.7999 -2.2463 4.5766 0.29 0.10 -0.16 0.059
C -1.1128 -4.9057 6.3397 0.03 0.46 -0.05 0.043
C 0.9812 -0.3081 0.4892 0.53 0.12 0.87 0.041
C 0.6131 -1.1866 1.4772 -1.11 -0.20 0.32 0.076
C -0.9601 3.1069 -5.6626 -0.09 0.43 0.04 0.008
C 0.1677 -0.6919 2.6983 0.84 0.17 0.14 -0.170
C -1.1147 2.1968 -4.4848 -0.34 -1.21 0.91 -0.686
C -1.7475 -3.1851 4.7082 -0.40 -0.17 0.37 0.013
C 2.8437 4.0219 -3.2816 -0.10 0.22 -0.11 -0.020
C -3.5088 -0.0284 0.2760 -0.94 -0.33 0.16 -0.008
C 0.1446 0.6772 2.9114 0.12 0.74 0.12 0.031
C -2.6401 0.1400 -0.9397 1.28 0.30 -0.62 -0.693
C 3.2431 2.5639 -3.3688 0.39 -0.21 -0.04 -0.622
H -1.1372 2.5566 -6.5817 -0.15 0.03 0.00 0.085
H -0.4876 -4.8065 7.2217 0.12 -0.32 -0.05 0.105
H -0.1481 1.1360 3.8459 -0.16 -0.20 0.04 0.128
H 2.5080 0.7031 -3.6820 -0.17 -0.04 -0.29 0.090
H -2.1444 -4.8170 6.6663 -0.06 -0.04 -0.17 0.104
H 1.1951 -3.7916 6.0286 0.03 -0.07 -0.09 0.150
H 1.3002 -0.6262 -0.5099 -0.17 0.05 -0.18 0.106
H 1.3395 2.0173 -3.8602 0.02 -0.22 0.19 0.053
H -0.9517 -5.8266 5.7879 0.05 -0.12 0.19 0.116
H 1.7853 4.1971 -3.0826 -0.04 -0.19 -0.03 0.064
H -2.7449 -3.5787 4.8460 0.01 -0.05 -0.11 0.150
H 3.0840 4.4949 -4.2360 0.02 0.03 0.02 0.080
H -1.6997 3.9031 -5.5453 -0.07 -0.05 -0.21 0.086
H 0.3051 2.5858 1.8470 0.39 0.09 0.45 0.152
H 0.7673 2.7836 -0.3909 -0.22 -0.16 -0.07 0.116
H 0.0125 3.5937 -5.7076 0.08 -0.15 0.17 0.074
H 2.3562 2.0607 -0.5111 0.11 -0.56 0.18 0.123
H -4.0585 0.8766 0.5376 0.35 0.21 -0.05 0.080
H -2.2602 -1.7060 3.2571 -0.09 -0.07 0.05 0.136
H -4.2773 -0.7874 0.1238 0.20 -0.14 -0.14 0.077
H 0.4757 -2.2309 1.2266 0.48 -0.08 0.00 0.150
H 3.4499 4.5006 -2.5151 0.03 -0.01 -0.01 0.072
H 0.9181 1.2065 -1.2113 0.25 0.35 -1.27 0.039
H 1.8148 -1.8733 4.5609 0.04 -0.14 -0.03 0.145
H -2.9007 -0.3281 1.1331 0.12 0.12 -0.02 0.047